Formula: C4H5IN2O
Source: OMol25
Level of theory: ωB97M-V/def2-TZVPD

Each line ends with the Mulliken charge.
CARTESIAN COORDINATES (ANGSTROEM)
C1 -0.536 0.036 -1.693  -0.183
C2 -1.037 -0.658 -0.702  -0.372
C3 0.424 1.048 -1.202  0.534
C4 0.253 -0.545 1.631  -0.757
N1 0.358 1.246 0.147  -0.055
N2 -0.439 0.392 0.870  -0.385
O1 1.176 1.733 -1.893  -0.626
I1 -2.357 -2.129 -0.295  0.231
H1 -0.584 -0.167 -2.771  0.387
H2 1.126 -0.035 2.090  0.299
H3 -0.315 -1.083 2.325  0.297
H4 0.615 -1.340 0.903  0.295
H5 1.315 1.502 0.591  0.335

HOMO-LUMO gap (alpha / beta): 8.45 / 8.45 eV
HOMO (alpha / beta): -8.559 / -8.559 eV